Computed, not measured: a 11-piece molecular cluster, C21H61O13 overall in a non-equilibrium geometry, with ωB97M-V/def2-TZVPD.

Calculated values
Charge ... -1
E_LUMO ... 2.51 eV
Total energy ... -1814.92357 Eh
Highest occupied orbital energy ... -6.4107 eV
Frontier orbital gap ... 8.92 eV

Bonds (Å) are listed after each position.
Positions of all 95 atoms, in Å:
1 O 17.252 -25.426 -32.867  C2 1.382, H5 0.984
2 C 16.288 -25.443 -31.878  O1 1.382, O3 1.251, O4 1.250
3 O 16.248 -24.428 -31.148  C2 1.251
4 O 15.583 -26.470 -31.779  C2 1.250
5 H 17.699 -24.565 -32.700  O1 0.984
6 C 10.947 -27.515 -30.530  C7 1.503, H9 1.091, H10 1.088, H11 1.097
7 C 12.213 -26.749 -30.794  C6 1.503, O8 1.430, H12 1.095, H13 1.103
8 O 13.334 -27.620 -30.620  C7 1.430, H14 0.965
9 H 10.863 -27.829 -29.488  C6 1.091
10 H 10.857 -28.380 -31.185  C6 1.088
11 H 10.101 -26.843 -30.719  C6 1.097
12 H 12.312 -25.858 -30.164  C7 1.095
13 H 12.207 -26.398 -31.839  C7 1.103
14 H 14.093 -27.219 -31.062  O8 0.965
15 C 15.563 -21.001 -32.725  C16 1.520, H18 1.093, H19 1.091, H20 1.099
16 C 15.730 -21.098 -31.217  C15 1.520, O17 1.420, H21 1.093, H22 1.095
17 O 14.860 -22.070 -30.657  C16 1.420, H23 0.973
18 H 14.563 -20.639 -32.974  C15 1.093
19 H 15.720 -21.955 -33.229  C15 1.091
20 H 16.271 -20.278 -33.157  C15 1.099
21 H 15.489 -20.130 -30.769  C16 1.093
22 H 16.757 -21.362 -30.941  C16 1.095
23 H 15.314 -22.928 -30.717  O17 0.973
24 C 20.926 -25.539 -32.799  C25 1.491, H27 1.086, H28 1.090, H29 1.091
25 C 21.941 -25.809 -31.741  C24 1.491, O26 1.435, H30 1.096, H31 1.099
26 O 22.279 -24.554 -31.131  C25 1.435, H32 0.960
27 H 19.950 -25.279 -32.399  C24 1.086
28 H 20.795 -26.398 -33.457  C24 1.090
29 H 21.291 -24.713 -33.412  C24 1.091
30 H 22.833 -26.300 -32.146  C25 1.096
31 H 21.525 -26.473 -30.969  C25 1.099
32 H 22.781 -24.714 -30.328  O26 0.960
33 C 19.272 -24.930 -28.438  C34 1.518, H36 1.094, H37 1.089, H38 1.097
34 C 19.329 -23.864 -29.518  C33 1.518, O35 1.421, H39 1.096, H40 1.093
35 O 18.128 -23.105 -29.548  C34 1.421, H41 0.974
36 H 18.500 -25.671 -28.665  C33 1.094
37 H 19.050 -24.476 -27.474  C33 1.089
38 H 20.220 -25.480 -28.385  C33 1.097
39 H 19.503 -24.301 -30.508  C34 1.096
40 H 20.138 -23.154 -29.333  C34 1.093
41 H 17.505 -23.605 -30.105  O35 0.974
42 C 18.823 -27.808 -31.086  C43 1.517, H45 1.094, H46 1.091, H47 1.096
43 C 18.142 -28.456 -29.896  C42 1.517, O44 1.422, H48 1.093, H49 1.095
44 O 17.015 -27.706 -29.459  C43 1.422, H50 0.969
45 H 19.105 -26.779 -30.849  C42 1.094
46 H 18.162 -27.807 -31.955  C42 1.091
47 H 19.748 -28.320 -31.375  C42 1.096
48 H 18.830 -28.461 -29.046  C43 1.093
49 H 17.819 -29.475 -30.131  C43 1.095
50 H 16.584 -27.311 -30.232  O44 0.969
51 C 19.664 -23.083 -35.114  C52 1.521, H54 1.094, H55 1.087, H56 1.090
52 C 18.480 -22.603 -34.290  C51 1.521, O53 1.431, H57 1.090, H58 1.095
53 O 18.582 -23.014 -32.924  C52 1.431, H59 0.960
54 H 19.551 -22.628 -36.103  C51 1.094
55 H 19.694 -24.165 -35.219  C51 1.087
56 H 20.579 -22.720 -34.646  C51 1.090
57 H 17.538 -22.946 -34.718  C52 1.090
58 H 18.481 -21.508 -34.329  C52 1.095
59 H 18.809 -22.267 -32.366  O53 0.960
60 C 15.903 -31.071 -32.693  C61 1.515, H63 1.091, H64 1.094, H65 1.092
61 C 15.304 -29.693 -32.496  C60 1.515, O62 1.434, H66 1.095, H67 1.095
62 O 16.060 -28.736 -33.250  C61 1.434, H68 0.982
63 H 15.881 -31.369 -33.742  C60 1.091
64 H 15.348 -31.807 -32.104  C60 1.094
65 H 16.927 -31.108 -32.314  C60 1.092
66 H 15.332 -29.433 -31.432  C61 1.095
67 H 14.254 -29.679 -32.807  C61 1.095
68 H 15.958 -27.874 -32.792  O62 0.982
69 C 15.157 -24.321 -26.918  C70 1.508, H72 1.095, H73 1.091, H74 1.092
70 C 15.580 -24.392 -28.364  C69 1.508, O71 1.424, H75 1.100, H76 1.099
71 O 14.653 -25.203 -29.079  C70 1.424, H77 0.969
72 H 15.898 -23.771 -26.329  C69 1.095
73 H 15.062 -25.307 -26.461  C69 1.091
74 H 14.206 -23.791 -26.826  C69 1.092
75 H 16.591 -24.815 -28.460  C70 1.100
76 H 15.652 -23.378 -28.781  C70 1.099
77 H 14.974 -25.214 -29.993  O71 0.969
78 C 14.326 -24.401 -35.357  C79 1.519, H81 1.097, H82 1.094, H83 1.093
79 C 15.193 -25.610 -35.664  C78 1.519, O80 1.415, H84 1.093, H85 1.096
80 O 16.572 -25.309 -35.557  C79 1.415, H86 0.975
81 H 14.414 -24.094 -34.307  C78 1.097
82 H 13.261 -24.597 -35.515  C78 1.094
83 H 14.626 -23.540 -35.957  C78 1.093
84 H 15.022 -25.928 -36.696  C79 1.093
85 H 14.921 -26.446 -35.010  C79 1.096
86 H 16.783 -25.309 -34.605  O80 0.975
87 C 19.489 -27.944 -36.105  C88 1.514, H90 1.095, H91 1.096, H92 1.089
88 C 18.869 -28.269 -34.762  C87 1.514, O89 1.406, H93 1.097, H94 1.099
89 O 18.317 -29.562 -34.759  C88 1.406, H95 0.972
90 H 20.333 -28.596 -36.350  C87 1.095
91 H 19.891 -26.925 -36.075  C87 1.096
92 H 18.756 -27.990 -36.909  C87 1.089
93 H 18.087 -27.519 -34.585  C88 1.097
94 H 19.620 -28.126 -33.973  C88 1.099
95 H 17.493 -29.512 -34.245  O89 0.972